(1)
Molecular formula: C17H31DyN2S
Method: DFT, ωB97M-V with the def2-TZVPD basis set

Structure (XYZ):
```
52
Properties=species:S:1:pos:R:3:mulliken_spin:R:1
C -2.27 -1.69 -1.39 0.006
H -3.07 -2.44 -1.38 0.000
H -2.67 -0.86 -0.74 0.004
H -1.41 -2.21 -0.88 0.008
C -1.94 -1.21 -2.81 0.006
H -1.71 -0.13 -2.81 0.004
H -1.04 -1.72 -3.18 0.001
C -3.08 -1.46 -3.81 0.000
H -2.80 -1.14 -4.81 0.000
H -3.36 -2.52 -3.85 0.000
H -3.98 -0.89 -3.53 0.000
C 0.34 1.88 0.87 0.035
C -0.24 2.36 -0.35 -0.047
C -1.65 2.05 -0.33 0.013
C -1.93 1.35 0.90 -0.019
C -0.70 1.28 1.66 -0.019
C -0.56 0.90 3.09 -0.012
C -3.28 1.02 1.43 -0.004
C -2.65 2.53 -1.31 -0.001
C 0.49 3.12 -1.40 -0.017
C 1.73 2.12 1.33 0.001
Dy -0.45 -0.09 -0.39 5.020
H -3.20 0.33 2.28 -0.001
H -3.79 1.93 1.79 0.000
H -3.92 0.55 0.67 0.001
H -1.41 0.31 3.43 0.000
H 0.34 0.31 3.26 0.000
H -0.49 1.80 3.72 -0.001
H 2.42 2.20 0.47 0.000
H 1.83 3.05 1.91 -0.001
H 2.09 1.30 1.97 -0.001
H -0.03 3.06 -2.36 0.000
H 0.60 4.18 -1.13 -0.001
H 1.50 2.71 -1.54 -0.001
H -3.41 1.76 -1.53 0.000
H -3.18 3.42 -0.93 -0.001
H -2.18 2.81 -2.26 0.001
S 0.02 -1.91 1.42 0.001
C 1.74 -1.96 1.12 0.001
N 2.39 -1.14 0.24 0.005
C 3.88 -1.08 0.25 0.000
C 4.43 -2.48 0.42 0.000
C 3.85 -3.21 1.61 0.000
N 2.43 -2.90 1.77 -0.001
H 2.00 -0.19 0.14 0.020
H 4.22 -0.43 1.06 0.000
H 4.19 -0.65 -0.69 0.000
H 5.51 -2.42 0.54 0.000
H 4.23 -3.06 -0.49 0.000
H 4.35 -2.92 2.55 0.000
H 3.95 -4.29 1.50 0.000
H 1.89 -3.38 2.49 0.000
```

Summary:
Energy above the lowest of the compared OMol25 structures with the same formula, charge and spin = 0.0 kcal/mol
LUMO level (spin up / spin down) = -7.0 / -7.1 eV
Charge = +2
M = 458.02 g/mol
Orbital gap (spin up / spin down) = 7.82 / 7.76 eV
2S+1 = 6

(2)
Molecular formula: C26H34N3O6P
Method: DFT, ωB97M-V with the def2-TZVPD basis set

Structure (XYZ):
```
70
Properties=species:S:1:pos:R:3:mulliken_charge:R:1
C 5.50 -0.29 -0.77 -1.307
C 4.18 0.37 -1.32 0.749
N 4.12 0.88 -2.49 -0.524
C 2.88 0.45 -0.40 -0.601
O 1.70 0.78 -1.16 -0.383
P 1.08 -0.56 -1.97 0.617
O 1.46 -0.44 -3.39 -0.679
O -0.56 -0.40 -1.83 -0.232
C -1.28 -1.28 -2.71 -0.614
C -1.53 -2.72 -2.09 -0.165
C -2.22 -2.56 -0.70 0.553
O -2.88 -1.59 -0.43 -0.493
O -2.03 -3.60 0.21 -0.517
O 1.52 -1.97 -1.23 -0.189
C 2.38 -2.81 -2.05 -0.072
C 3.34 -3.57 -1.03 -0.217
C 3.64 -5.05 -1.42 0.624
C 3.07 -5.80 -2.52 -0.324
C 3.42 -7.21 -2.73 -0.626
C 4.37 -7.91 -1.87 -0.433
C 5.01 -7.15 -0.78 -0.515
C 4.64 -5.76 -0.58 -0.385
H 6.35 0.45 -0.89 0.435
H 5.67 -1.22 -1.36 0.306
H 5.37 -0.47 0.33 0.324
H 5.07 0.72 -2.88 0.280
H 2.78 -0.43 0.28 0.309
H 3.08 1.34 0.27 0.416
H -0.86 -1.37 -3.74 0.391
H -2.31 -0.83 -2.84 0.316
H -2.25 -3.26 -2.77 0.377
H -0.54 -3.24 -2.06 -0.056
H -1.12 -3.93 0.08 0.381
H 1.71 -3.52 -2.60 0.055
H 3.05 -2.26 -2.75 0.410
H 4.29 -3.00 -0.85 0.002
H 2.80 -3.59 -0.04 0.218
H 2.34 -5.33 -3.21 0.287
H 2.94 -7.75 -3.57 0.339
H 4.63 -8.98 -2.01 0.352
H 5.75 -7.60 -0.10 0.347
H 5.14 -5.21 0.26 0.261
C -1.77 -0.37 3.38 -0.746
N -2.22 0.99 3.02 0.031
C -3.07 1.14 1.99 -0.466
C -3.55 2.39 1.64 -0.644
C -3.16 3.51 2.37 0.727
C -2.26 3.32 3.42 -0.682
C -1.81 2.05 3.72 -0.203
C -3.69 4.86 2.06 0.659
C -4.37 5.59 3.04 -0.718
C -4.82 6.87 2.76 -0.096
N -4.61 7.42 1.56 -0.013
C -3.97 6.74 0.59 -0.357
C -3.51 5.46 0.82 -0.573
C -5.05 8.81 1.29 -0.862
H -1.30 -0.82 2.50 0.293
H -2.65 -0.94 3.69 0.359
H -1.06 -0.32 4.20 0.281
H -3.37 0.24 1.45 0.570
H -4.24 2.47 0.81 0.527
H -1.90 4.16 4.00 0.530
H -1.11 1.88 4.53 0.407
H -4.56 5.17 4.02 0.504
H -5.34 7.46 3.50 0.399
H -3.84 7.24 -0.36 0.488
H -2.99 4.94 0.02 0.535
H -5.71 8.80 0.43 0.375
H -4.16 9.41 1.09 0.378
H -5.57 9.21 2.16 0.278
```

Summary:
LUMO level = -7.5 eV
Charge = +2
M = 515.55 g/mol
Orbital gap = 4.25 eV
2S+1 = 1

(3)
Molecular formula: C17H57N13O10
Method: DFT, ωB97M-V with the def2-TZVPD basis set

Structure (XYZ):
```
97
Properties=species:S:1:pos:R:3:mulliken_spin:R:1
C -1.26 0.45 3.71 0.000
O -1.36 0.06 2.57 0.000
N -0.76 1.62 4.05 0.000
N -1.63 -0.25 4.73 0.000
H -0.91 1.81 5.04 0.000
H -0.22 2.19 3.42 0.002
H -2.13 -1.12 4.58 0.000
H -1.53 0.14 5.66 0.000
C -0.03 -0.46 -0.69 0.002
O -0.92 0.35 -1.04 0.002
N 0.86 -0.97 -1.50 0.000
N 0.11 -0.86 0.58 0.000
H 0.82 -0.97 -2.51 0.000
H 1.48 -1.63 -1.04 0.000
H -0.38 -0.34 1.30 0.000
H 0.64 -1.65 0.91 0.000
C -0.47 -0.17 -4.56 0.000
O 0.50 -0.88 -4.33 0.000
N -1.22 0.52 -3.73 0.000
N -0.74 0.16 -5.78 0.000
H -1.90 1.14 -4.15 0.000
H -1.10 0.41 -2.73 0.000
H -1.55 0.72 -6.02 0.000
H -0.06 -0.26 -6.39 0.000
C -2.35 -3.48 -2.16 0.000
O -3.09 -4.42 -2.18 0.001
N -1.35 -3.32 -3.03 0.000
N -2.47 -2.48 -1.37 0.000
H -1.11 -4.16 -3.53 0.000
H -1.11 -2.37 -3.30 0.000
H -1.77 -1.75 -1.41 0.000
H -3.25 -2.45 -0.73 0.000
C 3.89 -1.27 0.11 0.000
O 3.18 -2.08 -0.37 0.000
N 4.87 -0.77 -0.47 0.000
N 3.84 -0.90 1.37 0.000
H 5.58 -0.15 -0.10 0.000
H 5.16 -1.28 -1.30 0.000
H 4.43 -0.11 1.59 0.000
H 3.37 -1.49 2.05 0.000
C 0.43 7.07 1.71 0.010
C 0.90 5.62 1.66 0.044
C 0.92 4.93 0.24 0.145
O 1.60 3.71 0.20 0.124
C 0.91 2.61 0.83 0.015
N 2.29 5.61 2.09 0.612
H 1.02 7.71 1.06 -0.001
H 0.49 7.56 2.69 0.001
H -0.60 7.26 1.40 -0.002
H 0.30 5.13 2.42 0.014
H 1.37 5.54 -0.54 -0.023
H -0.12 4.92 -0.10 0.034
H 1.47 1.69 0.73 -0.002
H -0.03 2.38 0.32 -0.008
H 0.71 2.89 1.87 0.010
H 2.67 4.72 1.78 -0.003
H 2.85 6.30 1.61 0.002
C -2.63 3.74 1.77 -0.003
C -3.61 3.19 0.73 0.000
C -4.81 4.22 0.41 0.001
O -5.59 4.72 1.53 0.000
C -6.36 3.77 2.25 0.000
N -2.80 2.87 -0.48 0.012
H -3.24 3.70 2.66 0.000
H -2.48 4.78 1.51 0.002
H -1.69 3.24 2.01 0.002
H -4.16 2.37 1.21 0.002
H -5.52 3.93 -0.36 0.000
H -4.36 5.02 -0.17 0.000
H -5.81 3.02 2.82 0.000
H -7.00 3.12 1.66 0.000
H -6.97 4.34 2.94 0.000
H -3.44 2.40 -1.10 0.000
H -2.17 2.13 -0.18 0.004
C 1.56 -4.90 -2.27 0.000
C 2.99 -5.26 -1.81 0.000
C 3.42 -6.74 -1.88 0.000
O 4.69 -6.92 -1.25 0.000
C 4.99 -8.37 -1.16 0.000
N 3.89 -4.31 -2.54 0.000
H 0.88 -5.34 -1.53 0.000
H 1.37 -5.32 -3.25 0.000
H 1.37 -3.83 -2.24 0.000
H 2.94 -5.02 -0.75 0.000
H 3.37 -7.05 -2.93 0.000
H 2.61 -7.30 -1.41 0.000
H 4.97 -8.81 -2.16 0.000
H 4.36 -8.95 -0.48 0.000
H 5.98 -8.57 -0.75 0.000
H 3.62 -3.39 -2.23 0.000
H 4.86 -4.37 -2.27 0.000
O -3.72 -1.26 0.90 0.000
H -3.78 -2.15 1.26 0.000
H -3.09 -0.81 1.46 0.000
O 1.56 -1.45 3.37 0.000
H 0.87 -1.21 4.00 0.000
H 1.67 -2.39 3.48 0.000
```

Summary:
LUMO level (spin up / spin down) = -2.8 / -8.5 eV
Charge = +1
M = 603.72 g/mol
Orbital gap (spin up / spin down) = 7.19 / 1.46 eV
2S+1 = 2

(4)
Molecular formula: C9H24FGaNO7P2S2
Method: DFT, ωB97M-V with the def2-TZVPD basis set

Structure (XYZ):
```
47
Properties=species:S:1:pos:R:3:mulliken_charge:R:1
C -2.52 -0.48 3.46 -0.837
C -3.20 -0.01 2.19 0.438
O -4.37 -0.29 2.02 -0.621
N -2.49 0.82 1.30 0.161
C -2.58 2.22 1.71 -0.880
Ga -0.72 0.15 0.81 -0.164
C -0.26 0.67 -1.12 -0.133
C -0.48 -0.51 -1.95 0.001
O 0.26 -1.40 -2.22 -0.583
F -1.77 -0.61 -2.40 -0.215
P 0.90 0.90 2.41 -0.135
P 2.58 1.58 1.22 0.723
O 3.76 2.05 1.95 -0.675
O 2.05 2.72 0.20 -0.567
O 2.92 0.36 0.24 -0.468
H -1.49 -0.77 3.32 0.275
H -2.55 0.32 4.21 0.232
H -3.08 -1.33 3.85 0.312
H -2.96 2.34 2.72 0.321
H -3.25 2.79 1.05 0.241
H -1.60 2.72 1.66 0.287
H -0.74 -1.44 0.94 -0.293
H -0.95 1.46 -1.41 0.431
H 0.78 0.97 -1.25 0.405
H 0.47 2.13 2.94 0.063
H 1.08 2.74 0.27 0.364
H 2.33 -0.39 0.38 0.316
C -4.06 -0.82 -4.62 -0.843
S -3.70 0.19 -6.05 0.526
O -4.58 1.38 -5.98 -0.631
C -4.45 -0.92 -7.25 -0.912
H -3.70 -0.30 -3.73 0.203
H -5.14 -0.98 -4.55 0.378
H -3.54 -1.78 -4.71 0.344
H -5.50 -1.08 -7.00 0.289
H -3.91 -1.87 -7.25 0.331
H -4.37 -0.46 -8.23 0.317
C 6.31 -0.58 4.21 -0.996
S 5.48 -0.58 2.61 0.653
O 4.08 -0.97 2.87 -0.587
C 6.28 -2.08 2.00 -0.981
H 5.91 0.26 4.77 0.311
H 6.09 -1.52 4.73 0.289
H 7.38 -0.46 4.07 0.363
H 6.06 -2.91 2.67 0.291
H 7.36 -1.92 1.93 0.351
H 5.88 -2.28 1.01 0.307
```

Summary:
LUMO level = 2.4 eV
Charge = -1
M = 473.09 g/mol
Orbital gap = 7.62 eV
2S+1 = 1